# C5H9N

A single C5H9N molecule at a distorted geometry (ωB97M-V with the def2-TZVPD basis set, OMol25).

Geometry as ORCA input:
```
! wB97M-V def2-TZVPD RIJCOSX def2/J DEFGRID3
* xyz 0 1
C 0.805 -1.730 0.359
C -0.132 -0.952 1.276
C -0.834 0.176 0.514
C -0.246 1.364 0.383
N -0.437 2.258 -0.677
C -0.365 1.889 -1.867
H 1.719 -2.042 0.865
H 1.179 -1.130 -0.469
H 0.304 -2.598 -0.071
H 0.480 -0.421 2.010
H -0.958 -1.515 1.713
H -1.575 -0.129 -0.222
H 0.486 1.658 1.127
H -0.075 2.364 -2.802
H -0.352 0.807 -2.139
*
```

Values from the calculation:
SMILES: C=N/C=C/CC
Frontier orbital gap in eV: 9.67
DFT total energy in a.u.: -250.58324
Max |F| in eV/A: 3.19

These are the Mulliken partial charges, in e, on atoms 1 to 8:
1. C -1.022
2. C -0.389
3. C -0.367
4. C -0.049
5. N -0.541
6. C -0.190
7. H 0.314
8. H 0.297